<i>
Here is the ion C6H15N2O with charge +1 from the OMol25 dataset. Energies are from ωB97M-V with the def2-TZVPD basis set.

Charge   +1
E_LUMO   -0.10898 Eh
SMILES   [H]/N=C(/[C@H](O)CC)[NH+](C)C

Cartesian coordinates (Å):
H -1.924 -2.393 -0.019
N -0.953 -2.054 0.005
C -0.607 -0.891 0.140
C 0.908 -0.441 0.276
O 0.769 1.031 0.359
C 2.552 -0.673 -0.511
C 3.312 0.526 -0.025
N -1.520 0.269 0.065
C -2.091 0.384 -1.325
C -2.585 0.229 1.032
H 1.016 -0.846 1.235
H 1.511 1.308 0.917
H 3.022 -1.560 -0.126
H 2.389 -0.668 -1.592
H 3.384 0.296 0.995
H 2.871 1.467 -0.454
H 4.323 0.741 -0.404
H -0.960 1.113 0.493
H -1.416 0.698 -2.045
H -2.662 -0.459 -1.722
H -2.726 1.343 -1.373
H -3.152 -0.722 1.005
H -2.214 0.220 2.072
H -3.247 1.081 1.003



<ii>
Here is the ion C6H15N2O with charge +1 from the OMol25 dataset. Energies are from ωB97M-V with the def2-TZVPD basis set.

Charge   +1
E_LUMO   -0.11385 Eh
SMILES   CC[C@]1(N)O[C@@H]1[NH+](C)C

Cartesian coordinates (Å):
C -0.448 1.581 -2.516
C -0.623 0.323 -1.528
C 0.607 -0.400 -1.079
N 1.866 -0.320 -1.690
O -0.015 -1.627 -0.496
C 0.547 -0.762 0.346
N -0.332 -0.267 1.402
C -1.195 -1.244 2.008
C 0.544 0.577 2.279
H 0.253 1.428 -3.291
H -0.018 2.329 -1.962
H -1.405 1.987 -3.001
H -1.256 -0.447 -2.117
H -1.205 0.658 -0.703
H 2.098 -0.632 -2.656
H 2.614 -0.457 -0.932
H 1.404 -1.079 1.006
H -0.946 0.522 1.002
H -0.768 -1.920 2.774
H -2.105 -0.808 2.482
H -1.739 -1.859 1.236
H 0.073 0.675 3.279
H 1.534 0.049 2.215
H 0.515 1.694 1.941



<iii>
Here is the ion C6H15N2O with charge +1 from the OMol25 dataset. Energies are from ωB97M-V with the def2-TZVPD basis set.

Charge   +1
E_LUMO   -0.11284 Eh
SMILES   [H]/N=C/[C@H](C)[C@@H](C)[N@H+](C)O

Cartesian coordinates (Å):
H 2.103 0.543 -3.032
N 1.582 0.304 -2.190
C 0.363 0.551 -2.252
C -0.571 0.262 -1.105
C -1.652 1.330 -0.879
C 0.336 -0.108 0.118
C 0.692 1.155 0.922
N -0.241 -1.132 0.953
C 0.458 -1.482 2.242
O -0.457 -2.290 0.205
H -0.225 0.931 -3.044
H -1.205 -0.709 -1.420
H -2.369 0.956 -0.086
H -2.117 1.450 -1.715
H -1.195 2.234 -0.635
H 1.297 -0.534 -0.326
H 1.408 0.973 1.726
H -0.276 1.672 1.346
H 0.989 2.021 0.282
H -1.267 -0.727 1.139
H 1.552 -1.531 2.297
H 0.226 -0.704 3.120
H 0.224 -2.525 2.592
H 0.346 -2.639 -0.258



Which structure is the most stable? The one labeled <ii>.



<i>
Here is a cluster of 2 separate species, C4H12O2 in total from the OMol25 dataset. Energies are from ωB97M-V with the def2-TZVPD basis set.

Charge   +1
E_LUMO (spin up / spin down)   -0.13372 / -0.36223 Eh
2S+1   2

Cartesian coordinates (Å):
C 0.879 0.769 -0.953
O 2.047 1.294 -0.401
C -0.248 1.317 0.043
C -0.528 0.122 1.043
C -2.029 0.141 1.341
H 0.792 1.165 -1.966
H 0.987 -0.309 -0.941
H 2.413 2.040 -0.917
H -1.166 1.634 -0.450
H 0.072 2.233 0.545
H 0.177 0.231 1.891
H -0.067 -0.819 0.786
H -2.509 -0.603 0.706
H -2.464 1.105 1.075
H -2.292 -0.010 2.396
H 0.278 -2.551 -0.287
H -0.458 -3.006 -1.672
O -0.069 -3.253 -0.834



<ii>
Here is a cluster of 3 separate species, C4H12O2 in total from the OMol25 dataset. Energies are from ωB97M-V with the def2-TZVPD basis set.

Charge   +1
E_LUMO (spin up / spin down)   -0.18148 / -0.33382 Eh
2S+1   2

Cartesian coordinates (Å):
C 0.610 0.883 0.449
C 0.564 0.085 -0.817
C -0.355 -0.907 -0.844
C -0.511 -1.957 -1.995
H 1.560 0.466 0.910
H 0.807 1.935 0.053
H -0.208 0.820 1.132
H 1.379 0.329 -1.505
H -1.034 -0.955 -0.026
H -1.079 -2.729 -1.413
H -1.004 -1.574 -2.948
H 0.436 -2.491 -2.126
H -0.771 2.687 0.049
H -0.818 3.211 1.430
O -1.367 3.019 0.740
H 0.501 -1.574 1.791
H 0.952 -0.327 2.681
O 0.336 -0.921 2.438



Which structure is the most stable? The one labeled <i>.



<i>
Here is a cluster of 2 separate species, C4H13N3O in total from the OMol25 dataset. Energies are from ωB97M-V with the def2-TZVPD basis set.

E_LUMO   0.02739 Eh
SMILES   [H]/N=C(\N)NCCC.O

Cartesian coordinates (Å):
H -3.130 -0.579 -1.054
N -2.159 -0.310 -1.296
C -1.293 -0.754 -0.450
N -1.603 -1.227 0.816
N 0.063 -0.740 -0.733
C 0.854 0.359 -0.102
C 2.308 0.159 -0.400
C 2.982 1.060 -1.431
H -0.990 -1.905 1.239
H -2.582 -1.437 0.918
H 0.118 -0.620 -1.746
H 0.557 1.402 -0.294
H 0.661 0.213 0.957
H 2.385 -0.828 -0.891
H 2.897 0.189 0.506
H 3.653 0.535 -2.127
H 2.255 1.622 -2.032
H 3.716 1.809 -1.061
O -1.202 1.061 2.891
H -1.453 0.179 2.604
H -1.733 1.799 2.574



<ii>
Here is a cluster of 2 separate species, C4H13N3O in total from the OMol25 dataset. Energies are from ωB97M-V with the def2-TZVPD basis set.

E_LUMO   0.02166 Eh
SMILES   [H]/N=C\NCCCN.O

Cartesian coordinates (Å):
H 2.438 0.309 2.224
N 3.254 0.125 1.648
C 3.187 0.283 0.401
N 2.172 0.859 -0.350
C 0.862 1.100 0.234
C -0.139 -0.078 0.251
C 0.415 -1.479 0.005
N 0.561 -1.878 -1.400
H 4.040 -0.064 -0.168
H 2.160 0.435 -1.268
H 0.429 1.910 -0.358
H 1.027 1.538 1.212
H -0.630 -0.101 1.237
H -1.004 0.187 -0.357
H 1.400 -1.605 0.448
H -0.266 -2.185 0.448
H -0.316 -2.035 -1.869
H 1.180 -1.294 -1.945
O -7.166 1.217 -0.374
H -7.298 1.158 0.576
H -6.305 1.598 -0.595



Which structure is the most stable? The one labeled <i>.